{
  "formula": "C6H12",
  "method": "ωB97M-V with the def2-TZVPD basis set",
  "homo_lumo_gap_ev": 9.79,
  "e_lumo_ev": 1.062,
  "de_lowest_ev": 4.1394,
  "e_homo_ev": -8.729,
  "multiplicity": 1,
  "species": ["C", "C", "C", "C", "C", "C", "H", "H", "H", "H", "H", "H", "H", "H", "H", "H", "H", "H"],
  "coordinates": [[-2.24931, -0.85004, -0.08655], [-0.83936, -0.73599, 0.19178], [0.02722, 0.31379, 0.14809], [-0.55648, 1.72855, -0.14515], [1.45850, 0.20899, 0.50065], [2.19599, -0.81705, -0.33249], [-2.94276, -0.86077, 0.91104], [-2.57925, -1.54860, -0.66306], [-2.74637, -0.10952, -0.54637], [-0.53964, -1.81837, 0.56689], [0.07046, 2.30610, -1.00939], [-1.61290, 1.60435, -0.23502], [-0.51368, 2.36446, 0.68092], [1.66594, -0.01153, 1.70716], [1.71181, 1.36266, 0.01002], [1.87221, -1.90852, -0.11381], [3.42992, -0.62082, -0.10340], [2.14772, -0.60769, -1.48133]]
}



{
  "formula": "C6H12",
  "method": "ωB97M-V with the def2-TZVPD basis set",
  "homo_lumo_gap_ev": 10.43,
  "e_lumo_ev": 1.052,
  "de_lowest_ev": 2.6023,
  "e_homo_ev": -9.380,
  "multiplicity": 1,
  "species": ["C", "C", "C", "C", "C", "C", "H", "H", "H", "H", "H", "H", "H", "H", "H", "H", "H", "H"],
  "coordinates": [[-1.65408, -1.03720, 0.31283], [-0.56329, -0.07999, -0.15151], [-1.15890, 1.17587, -0.77180], [0.52829, 0.11491, 0.88886], [1.45024, -0.54766, 0.18880], [0.54939, -0.78198, -1.00171], [-2.29942, -1.32442, -0.52528], [-1.21533, -1.94438, 0.74374], [-2.28070, -0.56609, 1.07936], [-1.76840, 0.91442, -1.64582], [-0.37571, 1.87228, -1.09069], [-1.80570, 1.69596, -0.05512], [0.50586, 0.58834, 1.86812], [2.46975, -0.86254, 0.39528], [0.35796, -1.82834, -1.26169], [0.80992, -0.22982, -1.91164], [3.29505, 1.58678, 1.83761], [3.22811, 1.25146, 1.18098]]
}